The following is a quantum chemistry calculation of a molecular structure, C38H57N6O9PSSiY, from the Open Molecules 2025 dataset.

Structure (XYZ):
```
114
Properties=species:S:1:pos:R:3:forces:R:3
Y -0.2698 0.4509 -0.2453 0.1 0.0 -0.2
C -0.1168 5.3841 -2.2750 0.0 0.0 0.0
O -1.4370 5.2954 -1.7569 0.0 0.0 0.0
C -1.6372 5.0549 -0.4161 0.0 0.0 0.0
C -2.2858 5.9732 0.3156 0.0 0.0 0.0
C -2.8819 5.6350 1.5884 0.0 0.0 0.0
C -3.0016 4.3239 1.9069 0.0 0.0 0.0
C -2.4022 3.2699 1.1429 0.0 0.0 0.0
C -2.7670 1.9685 1.4428 0.0 0.0 0.0
N -2.3307 0.8499 0.8871 0.2 0.1 0.0
N -3.0548 -0.2775 1.2874 0.0 -0.1 0.0
C -2.6472 -1.3143 0.6347 0.1 0.0 0.0
O -1.7133 -1.2907 -0.2826 0.0 0.0 0.2
C -3.2233 -2.6425 0.9675 0.0 0.0 -0.1
C -4.4558 -2.7813 1.6029 0.0 0.0 0.0
C -4.9541 -4.0415 1.8932 0.0 0.0 0.0
C -4.2273 -5.1794 1.5605 0.0 0.0 0.0
C -2.9957 -5.0466 0.9337 0.0 0.0 0.0
C -2.4986 -3.7856 0.6347 0.0 0.0 0.0
C -1.3484 3.7024 0.1790 0.0 0.0 0.0
O -0.7918 2.7758 -0.8540 0.0 0.0 0.0
H -0.2291 5.7852 -3.2835 0.0 0.0 0.0
H 0.3774 4.4154 -2.3083 0.0 0.0 0.0
H 0.4907 6.0691 -1.6780 0.0 0.0 0.0
H -2.4661 6.9444 -0.1315 0.0 0.0 0.0
H -3.3498 6.4031 2.1891 0.0 0.0 0.0
H -3.5908 4.0280 2.7697 0.0 0.0 0.0
H -3.5413 1.8502 2.2042 0.0 0.0 0.0
H -5.0042 -1.8861 1.8661 0.0 0.0 0.0
H -5.9152 -4.1398 2.3839 0.0 0.0 0.0
H -4.6183 -6.1625 1.7933 0.0 0.0 0.0
H -2.4161 -5.9277 0.6824 0.0 0.0 0.0
H -1.5361 -3.6551 0.1536 0.0 0.0 0.0
C 4.6090 -1.1762 2.0110 0.0 0.0 0.0
C 3.5267 -1.3705 3.0580 0.0 0.0 0.0
O 3.1041 -0.1337 3.6433 0.0 0.0 0.0
P 2.1308 0.7954 2.6736 0.0 0.0 0.0
O 3.2353 1.7828 2.0102 0.0 0.0 0.0
C 4.1591 2.5416 2.7848 0.0 0.0 0.0
C 5.1454 3.1751 1.8285 0.0 0.0 0.0
O 1.5778 1.7733 3.8513 0.0 0.0 0.0
C 0.1730 1.7422 4.1421 0.0 0.0 0.0
C -0.3395 3.1583 4.2592 0.0 0.0 0.0
H 4.9672 -2.1457 1.6581 0.0 0.0 0.0
H 5.4533 -0.6219 2.4273 0.0 0.0 0.0
H 4.2200 -0.6233 1.1543 0.0 0.0 0.0
H 3.8943 -1.9802 3.8863 0.0 0.0 0.0
H 2.6691 -1.8774 2.6060 0.0 0.0 0.0
H 4.6640 1.8884 3.5020 0.0 0.0 0.0
H 3.6155 3.3024 3.3523 0.0 0.0 0.0
H 5.6874 2.4052 1.2779 0.0 0.0 0.0
H 5.8639 3.7922 2.3726 0.0 0.0 0.0
H 4.6202 3.7984 1.1043 0.0 0.0 0.0
H 0.0346 1.1910 5.0768 0.0 0.0 0.0
H -0.3620 1.2204 3.3443 0.0 0.0 0.0
H 0.2306 3.7128 5.0075 0.0 0.0 0.0
H -1.3917 3.1538 4.5512 0.0 0.0 0.0
H -0.2623 3.6640 3.2976 0.0 0.0 0.0
C 1.8355 1.4280 -4.5919 0.0 0.0 0.0
N 2.3435 0.2328 -3.9484 0.0 0.0 0.0
C 2.6471 -0.9738 -4.5563 0.0 0.0 0.0
C 2.9939 -1.8342 -3.5758 0.0 0.0 -0.1
N 2.9252 -1.1383 -2.3894 -0.1 -0.1 0.1
C 2.5090 0.1293 -2.6065 0.0 0.1 0.0
S 2.2823 1.3677 -1.4791 0.0 0.0 -0.1
H 1.6247 1.1945 -5.6335 0.0 0.0 0.0
H 2.5651 2.2346 -4.5287 0.0 0.0 0.0
H 0.9233 1.7393 -4.0850 0.0 0.0 0.0
H 2.5839 -1.1066 -5.6211 0.0 0.0 0.0
H 3.2793 -2.8695 -3.6208 0.0 0.0 0.0
H 2.8634 -1.5444 -1.4529 0.0 0.0 0.0
C -3.1725 1.5811 -2.3608 0.0 0.0 0.0
N -3.0697 0.1867 -2.7737 0.0 0.0 0.1
C -4.2831 -0.5961 -2.5981 0.0 0.0 0.0
C -4.1904 -1.8937 -3.3716 0.0 0.0 0.0
C -2.9128 -2.6026 -2.9836 0.0 0.0 0.0
N -1.7664 -1.7187 -3.1531 -0.1 0.0 0.0
C -0.4847 -2.3779 -2.9669 0.0 0.0 0.1
C -1.8531 -0.4089 -2.7886 0.0 0.0 -0.1
O -0.8092 0.2560 -2.5601 0.0 0.0 0.1
H -2.2745 2.1231 -2.6377 0.0 0.0 0.0
H -3.3069 1.6674 -1.2797 0.0 0.0 0.0
H -4.0316 2.0192 -2.8699 0.0 0.0 0.0
H -5.1203 0.0066 -2.9551 0.0 0.0 0.0
H -4.4437 -0.7898 -1.5300 0.0 0.0 0.0
H -4.1907 -1.6847 -4.4442 0.0 0.0 0.0
H -5.0503 -2.5255 -3.1448 0.0 0.0 0.0
H -2.7488 -3.4815 -3.6107 0.0 0.0 0.0
H -2.9582 -2.9338 -1.9403 0.0 0.0 0.0
H -0.4466 -3.2461 -3.6285 0.0 0.0 0.0
H -0.3447 -2.6912 -1.9267 0.0 0.0 -0.1
H 0.3172 -1.6991 -3.2308 0.0 0.0 0.0
C 1.0820 -5.4915 -0.8799 0.0 0.0 0.0
Si 1.9250 -4.5235 0.4959 0.0 0.0 0.0
C 1.2384 -5.0843 2.1456 0.0 0.0 0.0
C 3.7640 -4.9082 0.4373 0.0 0.0 0.0
C 1.6088 -2.7548 0.2584 0.1 0.0 -0.2
C 1.1869 -1.6231 0.0194 -0.1 0.0 0.2
H 1.2541 -6.5662 -0.7730 0.0 0.0 0.0
H 1.4538 -5.1830 -1.8603 0.0 0.0 0.0
H 0.0039 -5.3167 -0.8669 0.0 0.0 0.0
H 1.3976 -6.1549 2.3008 0.0 0.0 0.0
H 0.1665 -4.8825 2.2024 0.0 0.0 0.0
H 1.7181 -4.5449 2.9654 0.0 0.0 0.0
H 3.9400 -5.9849 0.5078 0.0 0.0 0.0
H 4.2878 -4.4259 1.2650 0.0 0.0 0.0
H 4.2140 -4.5520 -0.4925 0.0 0.0 0.0
C 1.5736 4.7025 1.0727 0.0 0.0 0.0
O 1.0794 4.0119 -0.0645 0.0 0.0 0.0
C 0.0307 3.1835 0.3054 0.0 0.0 0.0
O 0.3334 2.1674 1.0756 0.0 0.1 0.1
H 2.3855 5.3401 0.7250 0.0 0.0 0.0
H 1.9473 3.9980 1.8188 0.0 0.0 0.0
H 0.7879 5.3258 1.5170 0.0 0.0 0.0
```
Forces are in eV/Å.

highest occupied orbital energy: -3.2 eV
frontier orbital gap: 0.202 Eh
LUMO energy: 2.35 eV
maximum force: 0.2 eV/Å
relative energy (zero: lowest compared OMol25 entry of this formula, charge and spin): 24.35 kcal/mol
net charge: -1


The following is a quantum chemistry calculation of a molecular structure, C45H64N2P2PtSSi2Te, from the Open Molecules 2025 dataset.

Structure (XYZ):
```
118
Properties=species:S:1:pos:R:3:forces:R:3
Pt -0.3542 0.3431 -0.9162 0.4 0.1 -0.7
C -4.3942 0.4198 7.2409 0.0 0.0 0.0
S -3.5608 0.9325 5.7623 0.0 -0.1 0.0
C -2.2947 -0.3204 5.5513 0.0 0.0 0.0
C -1.3864 -0.0781 4.3429 0.0 0.0 0.0
C -2.0961 -0.2939 3.0080 0.0 0.1 -0.1
N -1.2101 -0.2016 1.8286 0.0 0.3 0.1
P -1.4528 -1.1903 0.4496 -0.3 -0.4 0.1
C -3.1977 -1.5671 0.2939 -0.1 -0.1 0.1
C -3.7171 -2.7315 0.8771 0.0 0.0 0.0
C -5.0751 -2.9960 0.8054 0.0 0.0 0.0
C -5.9252 -2.1069 0.1565 0.0 0.0 0.0
C -5.4188 -0.9480 -0.4189 0.0 0.0 0.0
C -4.0607 -0.6789 -0.3512 0.0 0.0 0.0
C -0.6346 -2.7725 0.7149 0.2 0.1 0.1
C -0.8523 -3.8109 -0.1946 0.0 0.0 -0.1
C -0.1524 -5.0026 -0.0673 -0.1 0.0 0.0
C 0.7713 -5.1646 0.9597 0.0 0.0 0.0
C 0.9948 -4.1335 1.8654 0.0 0.0 0.0
C 0.2981 -2.9385 1.7413 0.0 0.0 0.0
P -0.5550 1.2693 1.1873 0.0 -0.4 0.5
C -1.7509 2.5675 1.4774 0.0 0.1 0.1
C -2.7493 2.7910 0.5260 0.0 0.0 0.0
C -3.7230 3.7515 0.7534 0.0 0.0 0.0
C -3.7009 4.4977 1.9266 0.0 0.0 0.0
C -2.7041 4.2860 2.8739 0.0 0.0 0.0
C -1.7291 3.3241 2.6555 -0.1 0.0 0.0
C 0.9473 1.6730 2.0934 -0.1 0.1 0.0
C 1.6075 0.7418 2.8938 0.1 0.1 0.0
C 2.7931 1.0897 3.5290 0.0 -0.1 0.0
C 3.3446 2.3502 3.3437 0.0 0.0 0.0
C 2.7070 3.2736 2.5224 0.0 0.0 0.0
C 1.5119 2.9389 1.9037 0.0 0.1 0.0
H -5.2127 1.1153 7.4166 0.0 0.0 0.0
H -3.6822 0.4455 8.0735 0.0 0.0 0.0
H -4.7639 -0.6033 7.1195 0.0 0.0 0.0
H -2.8104 -1.2875 5.5111 0.0 0.0 0.0
H -1.7236 -0.3150 6.4871 0.0 0.0 0.0
H -0.5574 -0.7814 4.4417 0.0 0.0 0.0
H -0.9516 0.9226 4.3983 0.0 0.0 0.0
H -2.9165 0.4274 2.8918 0.0 0.0 0.0
H -2.5487 -1.2869 2.9907 0.0 0.0 0.0
H -3.0634 -3.4427 1.3675 0.0 0.0 0.0
H -5.4707 -3.9035 1.2434 0.0 0.0 0.0
H -6.9839 -2.3247 0.0903 0.0 0.0 0.0
H -6.0814 -0.2632 -0.9323 0.0 0.0 0.0
H -3.6684 0.2091 -0.8244 0.0 0.1 0.0
H -1.5798 -3.7000 -0.9924 0.0 0.0 0.0
H -0.3377 -5.8122 -0.7624 0.0 0.0 0.0
H 1.3053 -6.1009 1.0632 0.0 0.0 0.0
H 1.6974 -4.2712 2.6780 0.0 0.0 0.0
H 0.4628 -2.1410 2.4558 0.0 0.0 0.0
H -2.7532 2.2324 -0.4041 0.0 0.0 0.1
H -4.4920 3.9285 0.0121 0.0 0.0 0.0
H -4.4548 5.2554 2.0973 0.0 0.0 0.0
H -2.6776 4.8855 3.7754 0.0 0.0 0.0
H -0.9433 3.1828 3.3876 0.0 0.0 0.0
H 1.1933 -0.2462 3.0359 0.0 0.0 0.0
H 3.2817 0.3798 4.1852 0.0 0.0 0.0
H 4.2644 2.6186 3.8477 0.0 0.0 0.0
H 3.1313 4.2598 2.3843 0.0 0.0 0.0
H 1.0008 3.6810 1.2986 0.0 0.0 0.0
C 1.2607 2.9299 -3.4416 0.0 0.0 0.0
N 0.3896 4.0629 -3.0141 -0.1 -0.1 0.0
C -0.0639 4.8579 -4.2024 0.0 0.0 0.0
C -0.7428 3.6109 -2.0866 0.1 0.0 -0.1
C -1.6401 2.5745 -2.7000 0.0 0.0 -0.1
C -2.6023 3.0204 -3.6104 0.0 0.0 0.0
C -3.4202 2.1353 -4.2932 0.0 0.0 0.0
C -3.2901 0.7757 -4.0546 0.0 0.0 0.0
C -2.3858 0.3267 -3.1025 0.1 -0.1 0.1
C -1.5454 1.1992 -2.4038 -0.1 0.1 -0.1
H 2.1157 3.3270 -3.9832 0.0 0.0 0.0
H 0.6807 2.2719 -4.0830 0.0 0.0 0.0
H 1.5896 2.3857 -2.5585 0.0 0.0 0.0
H 0.9624 4.6953 -2.4548 0.0 0.0 0.0
H -0.6251 4.2090 -4.8670 0.0 0.0 0.0
H 0.8180 5.2367 -4.7125 0.0 0.0 0.0
H -0.6803 5.6869 -3.8631 0.0 0.0 0.0
H -1.2842 4.5207 -1.8289 0.0 0.0 0.0
H -0.2420 3.2276 -1.1980 0.0 0.0 0.0
H -2.7247 4.0849 -3.7809 0.0 0.0 0.0
H -4.1564 2.5039 -4.9960 0.0 0.0 0.0
H -3.9121 0.0647 -4.5846 0.0 0.0 0.0
H -2.3482 -0.7364 -2.8953 0.0 0.0 0.0
C 0.0617 -2.2589 -3.8924 -0.1 0.0 0.0
Si 1.8901 -2.5352 -3.7089 0.1 0.0 0.0
C 2.4632 -4.1327 -4.4507 0.0 0.0 0.0
C 2.8666 -1.0615 -4.3157 0.0 0.0 0.0
C 2.2535 -2.7263 -1.8138 0.1 -0.1 0.1
Te 2.1580 -1.0296 -0.6035 0.0 -0.1 0.0
C 4.1043 -0.3020 -0.8449 -0.1 0.1 -0.1
Si 5.5529 -1.3152 -0.0053 0.0 0.0 0.0
C 5.7136 -2.9717 -0.8385 0.1 0.0 0.0
C 7.0164 -0.2148 -0.2812 0.1 0.0 0.0
C 5.1167 -1.5633 1.7886 0.0 0.0 0.0
H -0.1835 -2.0260 -4.9327 0.0 0.0 0.0
H -0.2958 -1.4259 -3.2819 0.1 0.0 0.0
H -0.5029 -3.1535 -3.6146 0.0 0.0 0.0
H 2.3003 -4.1229 -5.5324 0.0 0.0 0.0
H 1.9113 -4.9854 -4.0484 0.0 0.0 0.0
H 3.5284 -4.3063 -4.2818 0.0 0.0 0.0
H 2.6543 -0.8902 -5.3749 0.0 0.0 0.0
H 3.9456 -1.2170 -4.2293 0.0 0.0 0.0
H 2.6101 -0.1371 -3.7845 0.0 0.0 0.0
H 3.2827 -3.0778 -1.7051 -0.1 0.0 0.0
H 1.5738 -3.4581 -1.3659 0.0 0.1 0.0
H 4.0832 0.7156 -0.4452 0.1 0.0 0.0
H 4.2969 -0.2720 -1.9226 0.0 0.0 0.0
H 5.8145 -2.9113 -1.9251 0.0 0.0 0.0
H 4.9036 -3.6620 -0.5888 0.0 0.0 0.0
H 6.6309 -3.4409 -0.4675 0.0 0.0 0.0
H 7.2348 -0.0843 -1.3437 0.0 0.0 0.0
H 7.9060 -0.6562 0.1780 0.0 0.0 0.0
H 6.8790 0.7741 0.1625 0.0 0.0 0.0
H 4.1967 -2.1456 1.9111 0.0 0.0 0.0
H 5.0160 -0.6238 2.3353 0.0 0.0 0.0
H 5.9205 -2.1315 2.2664 -0.1 0.0 0.0
```
Forces are in eV/Å.

highest occupied orbital energy (alpha / beta): -16.7 / -17.9 eV
frontier orbital gap (alpha / beta): 0.291 / 0.172 Eh
LUMO energy (alpha / beta): -8.81 / -13.18 eV
maximum force: 0.8 eV/Å
relative energy (zero: lowest compared OMol25 entry of this formula, charge and spin): 0.00 kcal/mol
net charge: +4
multiplicity: 5


no.,E_tot (Ha)
1,-3555.5103
2,-3908.5429